ORCA calculation (ωB97M-V with the def2-TZVPD basis set) on a structure of composition C34H42FN10O3RbS2 at a distorted geometry.

Structure (XYZ):
```
93
Properties=species:S:1:pos:R:3:forces:R:3
Rb 1.99300 0.67689 2.43230 -1.8 0.3 0.2
C -4.98784 2.18758 1.20153 0.0 -0.2 0.3
C -4.22260 1.31943 2.20958 0.0 -0.1 -0.1
C -5.02794 1.21519 3.50922 0.1 0.0 0.0
C -3.87630 -0.08072 1.71687 0.2 0.1 0.1
C -4.71212 -0.76057 0.84100 0.0 0.0 0.0
C -4.43038 -2.05986 0.43999 0.0 0.0 0.1
C -3.32077 -2.69887 0.97245 -0.1 0.0 0.0
C -2.47349 -2.06889 1.87558 0.1 0.1 0.0
C -1.29944 -2.83840 2.45859 0.0 0.0 0.0
C -1.78060 -4.08719 3.20333 0.0 0.0 0.0
C -0.26258 -3.21886 1.40184 -0.1 0.0 -0.1
C -2.70369 -0.71628 2.22827 -0.4 0.2 -0.4
N -1.78977 0.01587 2.96917 0.3 0.2 -0.1
C -1.72299 -0.21050 4.27492 0.1 0.1 0.4
C -2.65262 -1.02216 4.99383 0.1 0.0 0.1
C -2.57459 -1.23280 6.35794 -0.1 -0.1 0.0
C -1.57235 -0.66342 7.12075 0.1 0.1 0.2
C -0.63318 0.13993 6.47035 -0.1 0.0 0.0
C -0.71398 0.35755 5.12023 0.0 -0.1 0.2
F 0.29097 1.15184 4.58980 -0.6 -0.2 -0.2
H -5.08153 3.20677 1.58402 0.0 0.0 0.0
H -6.00022 1.80803 1.03573 0.0 0.0 0.0
H -4.48770 2.23500 0.23988 0.1 0.0 -0.2
H -3.26980 1.79812 2.44712 0.0 0.0 0.0
H -5.96648 0.68337 3.32574 0.0 0.0 0.0
H -5.26444 2.20591 3.90860 0.0 0.0 0.0
H -4.46451 0.66598 4.26442 -0.1 0.0 0.0
H -5.60270 -0.27155 0.45913 0.0 0.0 0.0
H -5.07555 -2.56962 -0.26628 0.0 0.0 0.0
H -3.10545 -3.71925 0.67096 0.0 0.0 0.0
H -0.80571 -2.19184 3.18282 0.0 0.0 0.0
H -2.22608 -4.80908 2.51298 0.0 0.0 0.0
H -2.52900 -3.83075 3.95492 0.0 0.0 0.0
H -0.94380 -4.57678 3.70742 0.0 0.0 0.0
H -0.68935 -3.90357 0.66272 0.0 0.0 0.0
H 0.59293 -3.71320 1.86815 0.0 0.0 0.0
H 0.09319 -2.33961 0.86759 0.1 0.1 0.0
H -3.44455 -1.49052 4.41985 0.0 0.0 0.1
H -3.31623 -1.86569 6.83540 0.0 0.0 0.0
H -1.50617 -0.83860 8.18619 0.0 0.0 0.0
H 0.18344 0.59844 7.01471 0.0 0.0 0.0
C 4.42674 -0.37934 -3.73648 0.1 0.0 0.0
C 5.25567 -0.59273 -2.47234 -0.1 0.0 0.1
C 4.59112 -1.59926 -1.53378 0.1 0.0 0.0
C 5.55090 0.72075 -1.74358 0.1 -0.1 0.0
N 4.34647 1.46922 -1.42314 0.0 0.0 0.0
C 3.45816 1.26806 -0.45272 -0.1 0.0 0.1
N 2.53457 2.20158 -0.53235 -0.1 0.0 -0.1
N 2.88301 2.97345 -1.57919 0.0 0.1 -0.1
N 3.96535 2.54265 -2.12387 0.0 0.1 -0.1
H 4.30794 -1.31780 -4.28305 0.0 0.0 0.0
H 4.89093 0.35115 -4.40457 0.0 0.0 0.0
H 3.42717 -0.01420 -3.48729 0.0 0.0 0.0
H 6.23829 -0.98516 -2.75758 0.0 0.0 0.0
H 3.59929 -1.25529 -1.23423 0.0 0.0 0.0
H 5.17543 -1.73206 -0.62131 0.0 0.0 0.0
H 4.47281 -2.56666 -2.02962 0.0 0.0 0.0
H 6.16491 1.38225 -2.35473 -0.1 0.0 0.0
H 6.06429 0.52221 -0.79547 0.0 0.0 0.0
H 3.50945 0.45470 0.26053 0.2 0.0 -0.1
O 4.00286 -0.72262 1.82956 0.5 -0.2 -0.2
S 4.94437 0.25565 2.46688 1.1 -0.2 0.0
O 4.41713 1.62460 2.22427 0.3 0.0 0.0
O 5.07619 -0.01526 3.89676 -0.2 0.0 0.0
S 6.74458 0.07397 1.55982 0.0 0.0 0.0
C -0.64549 1.64779 -0.47321 0.2 -0.1 -0.1
C -0.21079 0.47554 -1.27853 0.0 0.0 -0.1
N 0.64863 -0.43729 -0.91117 0.0 0.0 0.0
C 0.71575 -1.33904 -1.94811 0.0 0.0 0.0
C -0.11355 -0.96935 -2.95858 -0.1 -0.1 0.1
N -0.72317 0.19100 -2.52298 0.2 0.2 -0.2
C -1.66348 0.98146 -3.27784 -0.1 0.0 0.2
N -1.21275 1.24515 -4.62843 0.1 -0.1 0.1
N -1.96484 0.86213 -5.68018 -0.1 -0.1 0.1
N -1.36304 1.15216 -6.77162 0.0 0.0 0.0
C -0.15715 1.73688 -6.45526 0.1 0.0 0.1
C 0.87185 2.21862 -7.27121 0.0 0.0 -0.1
C 1.97720 2.73578 -6.64229 0.1 0.0 0.0
C 2.07708 2.78621 -5.23405 -0.1 -0.1 0.1
C 1.07320 2.32173 -4.41643 0.1 0.1 0.0
C -0.04620 1.79716 -5.06541 -0.1 0.0 -0.1
H 0.01087 1.77061 0.37760 0.2 0.0 -0.1
H -1.63450 1.47153 -0.08494 -0.6 0.0 0.2
H -0.63616 2.56988 -1.05872 0.1 0.0 0.1
H 1.36635 -2.19659 -1.90178 0.0 0.0 0.0
H -0.32780 -1.40439 -3.91949 0.0 0.0 0.0
H -1.80876 1.92151 -2.74770 0.0 0.0 0.0
H -2.62270 0.47293 -3.37569 0.0 0.0 0.0
H 0.79134 2.17396 -8.34926 0.0 0.0 0.0
H 2.79996 3.11346 -7.23630 0.0 0.0 0.0
H 2.96814 3.18423 -4.77036 0.1 0.0 0.0
H 1.16535 2.36978 -3.34017 0.0 0.0 0.1
```
Positions in Å, forces in eV/Å.

Properties
net charge: -2
electronic energy: -3014.51490 Ha
ΔE to the lowest compared entry with this formula, charge and spin: 11.7 kcal/mol
maximum force: 1.8 eV Å⁻¹
M: 807.4 g mol⁻¹
gap between HOMO and LUMO: 5.62 eV

Atomic partial charges in e from the Löwdin method, atoms 1 to 6: 0.970 -0.089 -0.375 -0.060 -0.147 -0.069